3 unconnected molecules or ions with the total composition C14H32IN2O. Source: OMol25; level of theory: the ωB97M-V functional and the def2-TZVPD basis.

The calculation puts the energy relative to the best compared isomer or geometry (same formula, charge and spin) at 0.00 kJ/mol. Its HOMO-LUMO gap is 8.0685 eV. The LUMO energy comes out at -2.49 eV. As for the HOMO energy: -10.558 eV. The charge is +1. As for the total energy: -28159.753 eV.

Positions of all 50 atoms, in Å:
I -1.50904 -12.24313 13.63312
C -2.40616 -8.53168 12.48127
C -1.88608 -8.75537 11.10917
O -2.05807 -8.03694 10.19760
N -1.01946 -9.98532 10.89003
H -0.04580 -9.67308 10.83033
H -1.00435 -10.66721 11.67084
C -1.23405 -10.63926 9.55447
H -1.61025 -8.24034 13.16589
H -2.81260 -9.49056 12.82683
H -3.23135 -7.82828 12.46640
H -0.30528 -11.07350 9.18909
H -1.44540 -9.84682 8.83866
H -2.01313 -11.39235 9.55426
C 1.83902 -14.25299 21.81153
C 2.08070 -14.85032 20.41115
C 1.60586 -13.88804 19.32442
C 1.86555 -14.35547 17.88592
N 0.71413 -14.12679 16.93838
C -0.46253 -14.92991 17.45387
C -1.25136 -15.44856 16.24104
C -0.16960 -15.63288 15.15914
C 0.97056 -14.69675 15.53810
C 0.31763 -12.67166 16.81229
C 1.42349 -11.77214 16.33116
C 0.91411 -10.37529 16.06305
H 2.47804 -13.41792 22.09688
H 2.11164 -15.02083 22.53930
H 0.78556 -14.00701 21.94273
H 1.59290 -15.82415 20.31166
H 3.15246 -15.06381 20.39241
H 2.26591 -13.03847 19.52087
H 0.57628 -13.59840 19.52671
H 2.12526 -15.40746 17.77541
H 2.71552 -13.79719 17.49813
H -0.99852 -14.34303 18.19358
H -0.05074 -15.80973 17.95136
H -1.91209 -14.63042 15.94870
H -1.84114 -16.34052 16.42202
H -0.59532 -15.33492 14.20295
H 0.19165 -16.65657 15.09666
H 1.02957 -13.85960 14.84953
H 1.88413 -15.28571 15.57028
H -0.01052 -12.36242 17.80388
H -0.52986 -12.70550 16.12506
H 1.90104 -12.01478 15.37669
H 2.22045 -11.77218 17.08131
H 0.50368 -9.90665 16.95981
H 0.26160 -10.43669 15.19471
H 1.69594 -9.69213 15.71718

These are the natural (NBO) partial charges, in e, on atoms 1 to 5: I -0.8729; C -0.7445; C 0.7260; O -0.4527; N -0.6365

A molecular structure, C34H25ClN4OSc. Source: OMol25; level of theory: the ωB97M-V functional and the def2-TZVPD basis.

Its HOMO-LUMO gap is 4.7171 eV. The LUMO energy comes out at 1.80 eV. As for the HOMO energy: -2.916 eV. The charge is -1. As for the total energy: -76899.623 eV.

Positions of all 66 atoms, in Å:
Sc -0.29041 0.42020 -0.88118
Cl -5.23082 -3.44403 -4.83496
C -4.30010 -2.26005 -3.94581
C -4.24687 -0.93764 -4.40615
C -3.52619 0.00208 -3.72107
C -2.79831 -0.31475 -2.53762
O -2.13076 0.59271 -1.93104
C -2.88255 -1.66842 -2.08317
C -2.27802 -2.13027 -0.86361
N -1.54211 -1.43757 -0.06833
C -1.12903 -2.00204 1.14976
C -1.82697 -2.94451 1.86516
C -1.31886 -3.45428 3.07883
C -0.12770 -3.01618 3.58094
C 0.59783 -2.01253 2.89638
C 1.82021 -1.47726 3.36724
C 2.43504 -0.48440 2.66756
C 1.82158 0.00667 1.49525
N 0.69365 -0.46976 1.03599
C 0.08318 -1.48695 1.69808
C -3.63337 -2.61401 -2.80773
H -4.77815 -0.67076 -5.31097
H -3.46879 1.02386 -4.07263
H -2.49212 -3.17607 -0.61866
H -2.78696 -3.29384 1.50751
H -1.89170 -4.20210 3.61266
H 0.26643 -3.41106 4.50955
H 2.24639 -1.86430 4.28561
H 3.36882 -0.05047 2.99645
H 2.26163 0.81887 0.92695
H -3.68025 -3.63605 -2.44995
N -1.82724 1.49516 0.93529
C -1.11062 1.80757 2.10093
C -1.40588 1.14618 3.28935
C -0.66415 1.37912 4.43708
C 0.38052 2.28935 4.40577
C 0.67627 2.94135 3.21626
C -0.04185 2.71810 2.04311
C 0.36210 3.38198 0.76835
C 0.73233 4.73150 0.82574
C 1.19526 5.38312 -0.30454
C 1.29931 4.67749 -1.49703
C 0.92101 3.34106 -1.54064
C 0.42308 2.63694 -0.43009
H -2.71480 1.04116 1.09406
H -1.91233 2.26983 0.28766
H -2.22073 0.42895 3.30383
H -0.90399 0.84456 5.34820
H 0.97344 2.47855 5.29185
H 1.51626 3.62477 3.17538
H 0.64488 5.27731 1.76031
H 1.47286 6.42990 -0.25423
H 1.67365 5.16899 -2.38883
H 1.02719 2.80907 -2.48284
N 0.99272 -0.38420 -1.96502
C 2.13013 -0.94974 -2.38324
C 2.19179 -2.27545 -2.90455
C 3.38144 -2.86111 -3.29412
C 4.59311 -2.17693 -3.20452
C 4.56830 -0.87441 -2.70971
C 3.38598 -0.27599 -2.31464
H 1.25839 -2.82255 -2.98622
H 3.36677 -3.87656 -3.67997
H 5.52207 -2.64053 -3.51317
H 5.49462 -0.31209 -2.63175
H 3.38342 0.74249 -1.93907

These are the natural (NBO) partial charges, in e, on atoms 1 to 5: Sc 1.5342; Cl -0.0445; C -0.1141; C -0.2018; C -0.2353

A single C5H14N2O molecule. Source: OMol25; level of theory: the ωB97M-V functional and the def2-TZVPD basis.

Its SMILES is CN(CCN)CCO. The calculation puts the energy relative to the best compared isomer or geometry (same formula, charge and spin) at 281.40 kJ/mol. Its HOMO-LUMO gap is 9.2300 eV. The LUMO energy comes out at 0.85 eV. As for the HOMO energy: -8.377 eV. The charge is 0. As for the total energy: -10438.112 eV.

Positions of all 22 atoms, in Å:
C -0.31918 0.17721 1.26482
N -0.13391 -0.69971 0.09982
C 1.21972 -0.76788 -0.46415
C 2.39171 -0.65384 0.55445
N 2.93189 0.67716 0.76322
C -1.10589 -0.49403 -0.97959
C -2.44962 0.00759 -0.54693
O -2.46608 1.44017 -0.69398
H -0.57272 1.21735 1.09522
H 0.49615 -0.01681 1.95716
H -1.09958 -0.29171 1.88236
H 1.26131 -1.71091 -1.02444
H 1.39094 -0.15305 -1.38048
H 3.19839 -1.28896 0.19568
H 2.00637 -1.13162 1.46311
H 3.29894 1.02630 -0.11146
H 2.20509 1.32638 1.04257
H -1.20642 -1.45507 -1.51018
H -0.81653 0.14401 -1.83076
H -3.12806 -0.31804 -1.36179
H -2.90288 -0.33505 0.39062
H -2.73416 1.89711 0.09612

These are the natural (NBO) partial charges, in e, on atoms 1 to 5: C -0.4446; N -0.4414; C -0.2380; C -0.2345; N -0.8263

A gas-phase ion, C5H7N4 (charge +1). Source: OMol25; level of theory: the ωB97M-V functional and the def2-TZVPD basis.

Its SMILES is C1=NC=[NH+]C2=CCNN12. The calculation puts the energy relative to the best compared isomer or geometry (same formula, charge and spin) at 165.83 kJ/mol. Its HOMO-LUMO gap is 7.9109 eV. The LUMO energy comes out at -4.58 eV. As for the HOMO energy: -12.491 eV. The charge is +1. As for the total energy: -11249.248 eV.

Positions of all 16 atoms, in Å:
C -1.30033 1.40384 0.05475
N -2.35353 0.62340 0.12553
C -2.35831 -0.65135 -0.03398
N -1.21093 -1.34421 0.05850
C -0.03988 -0.59327 0.11696
C 1.19684 -1.04973 0.03305
C 2.13933 0.10435 0.01998
N 1.22415 1.23150 0.00264
N -0.09448 0.88669 0.11424
H -1.29580 2.52695 -0.07516
H -3.37818 -1.01999 -0.14191
H -1.23392 -2.34497 0.22973
H 1.51642 -2.09686 -0.15337
H 2.77130 0.03687 0.82261
H 2.80964 0.16947 -0.99397
H 1.60770 2.11733 -0.17961

These are the natural (NBO) partial charges, in e, on atoms 1 to 5: C 0.3207; N -0.5265; C 0.3674; N -0.5473; C 0.2813

A molecular structure, CGdNO5S2. Source: OMol25; level of theory: the ωB97M-V functional and the def2-TZVPD basis.

The calculation puts the energy relative to the best compared isomer or geometry (same formula, charge and spin) at 0.00 kJ/mol. Its HOMO-LUMO gap (alpha / beta) is 6.1302 / 6.6884 eV. As for the spin multiplicity: 8. The LUMO energy (alpha / beta) comes out at -3.18 / -2.43 eV. As for the HOMO energy (alpha / beta): -9.309 / -9.117 eV. The charge is 0. As for the total energy: -55268.157 eV.

Positions of all 10 atoms, in Å:
O 0.96924 0.62994 2.38579
C -0.16065 0.01276 2.56371
O -0.59683 -0.39481 3.63881
Gd 0.67575 0.99564 0.16194
N 0.18222 -0.25014 -2.03912
S 0.12984 1.21892 -2.80229
O 0.55321 2.15075 -1.57607
S -0.76999 -1.50845 -2.20854
O -0.80438 -0.20937 1.31091
O -0.17841 -2.64524 -1.43515

These are the Mulliken partial charges, in e, on atoms 1 to 5: O -0.7485; C 0.7869; O -0.5845; Gd 1.7307; N -0.3416

2 unconnected molecules or ions with the total composition CH3ClN2. Source: OMol25; level of theory: the ωB97M-V functional and the def2-TZVPD basis.

Its SMILES is CCl.N#N. The calculation puts the energy relative to the best compared isomer or geometry (same formula, charge and spin) at 149.72 kJ/mol. Its HOMO-LUMO gap is 11.1825 eV. The LUMO energy comes out at 1.12 eV. As for the HOMO energy: -10.062 eV. The charge is 0. As for the total energy: -16587.399 eV.

Positions of all 7 atoms, in Å:
C 0.96054 0.17458 -0.45550
Cl 1.11597 1.04783 0.92217
H 1.83979 -0.71871 -0.30270
H 1.47808 0.84927 -1.17488
H 0.11647 -0.29471 -0.22539
N -3.07926 -0.40689 1.03748
N -2.43160 -0.65137 0.19882

These are the natural (NBO) partial charges, in e, on atoms 1 to 5: C -0.6467; Cl -0.0326; H 0.1845; H 0.2573; H 0.2368

Which value of charge does entry 5 give?
0